# 1
Computed, not measured: a 20-piece molecular cluster, C8H54NO28P overall, with ωB97M-V/def2-TZVPD.

Properties
HOMO energy: -9.45 eV
Frontier orbital gap: 0.33326 Ha
Energy: -2840.0464 hartree
LUMO energy: -0.384 eV

Bonds (Å) are listed after each position.
Positions of all 92 atoms, in Å:
1 C 0.010 -5.235 1.192  C2 1.534, H20 1.091, H21 1.083, H22 1.083
2 C -1.162 -4.272 1.424  C1 1.534, O3 1.425, H23 1.099, H24 1.095
3 O -0.703 -2.927 1.315  C2 1.425, C4 1.407
4 C -1.702 -1.993 1.646  O3 1.407, C5 1.525, H25 1.096, H26 1.099
5 C -0.979 -0.782 2.227  C4 1.525, O6 1.429, H27 1.091, H28 1.095
6 O -0.161 -0.286 1.166  C5 1.429, N7 1.412
7 N 0.270 1.035 1.418  O6 1.412, C8 1.477, C12 1.442
8 C 1.742 0.933 1.495  N7 1.477, C9 1.536, H29 1.088, H30 1.094
9 C 2.184 0.109 2.714  C8 1.536, O10 1.159, O11 1.348
10 O 2.240 -1.049 2.677  C9 1.159
11 O 2.493 0.815 3.820  C9 1.348, H31 0.971
12 C -0.106 1.744 0.220  N7 1.442, O13 1.154, O14 1.355
13 O -1.213 1.799 -0.100  C12 1.154
14 O 0.930 2.284 -0.467  C12 1.355, C15 1.433
15 C 0.708 2.357 -1.882  O14 1.433, P16 1.847, H32 1.090, H33 1.093
16 P 0.682 0.734 -2.762  C15 1.847, O17 1.452, O18 1.601, O19 1.621
17 O -0.378 0.781 -3.753  P16 1.452
18 O 0.472 -0.519 -1.788  P16 1.601, H34 0.972
19 O 2.149 0.539 -3.423  P16 1.621, H35 0.973
20 H 0.953 -4.690 1.251  C1 1.091
21 H -0.029 -5.963 1.993  C1 1.083
22 H -0.073 -5.750 0.244  C1 1.083
23 H -1.918 -4.473 0.653  C2 1.099
24 H -1.574 -4.418 2.428  C2 1.095
25 H -2.391 -2.431 2.378  C4 1.096
26 H -2.273 -1.639 0.776  C4 1.099
27 H -1.686 -0.046 2.613  C5 1.091
28 H -0.328 -1.146 3.029  C5 1.095
29 H 2.149 0.438 0.615  C8 1.088
30 H 2.184 1.930 1.580  C8 1.094
31 H 3.009 1.573 3.500  O11 0.971
32 H -0.167 2.948 -2.155  C15 1.090
33 H 1.561 2.910 -2.283  C15 1.093
34 H 1.149 -0.543 -1.091  O18 0.972
35 H 2.645 -0.010 -2.791  O19 0.973
36 O 1.065 2.010 6.218  H37 0.959, H38 0.964
37 H 1.618 1.551 5.584  O36 0.959
38 H 1.694 2.458 6.794  O36 0.964
39 O 0.800 4.529 1.565  H40 0.965, H41 0.968
40 H 0.409 5.311 1.158  O39 0.965
41 H 0.986 3.933 0.825  O39 0.968
42 O -0.204 4.910 6.556  H43 0.964, H44 0.963
43 H -0.534 5.482 5.853  O42 0.964
44 H 0.061 4.110 6.089  O42 0.963
45 O -1.485 2.668 -5.437  H46 0.970, H47 0.966
46 H -1.559 1.773 -5.071  O45 0.970
47 H -1.179 2.528 -6.343  O45 0.966
48 O -0.321 6.221 3.521  H49 0.963, H50 0.963
49 H -0.195 5.562 2.829  O48 0.963
50 H 0.031 7.030 3.136  O48 0.963
51 O -0.981 6.287 0.631  H52 0.964, H53 0.965
52 H -0.844 7.096 0.127  O51 0.964
53 H -1.861 5.990 0.369  O51 0.965
54 O 0.558 -5.019 4.027  H55 0.963, H56 0.967
55 H 0.666 -4.394 4.750  O54 0.963
56 H 1.253 -5.675 4.176  O54 0.967
57 O 3.792 -1.419 0.046  H58 0.967, H59 0.963
58 H 2.986 -1.867 0.337  O57 0.967
59 H 4.183 -1.103 0.868  O57 0.963
60 O -0.026 -0.951 -6.056  H61 0.970, H62 0.962
61 H 0.052 -0.358 -5.292  O60 0.970
62 H 0.636 -1.631 -5.901  O60 0.962
63 O 3.268 -6.188 3.993  H64 0.963, H65 0.963
64 H 3.699 -6.521 3.199  O63 0.963
65 H 3.996 -5.912 4.560  O63 0.963
66 O -1.737 -7.335 0.393  H67 0.962, H68 0.964
67 H -2.400 -7.065 -0.250  O66 0.962
68 H -1.930 -8.266 0.545  O66 0.964
69 O 2.090 4.374 3.974  H70 0.964, H71 0.962
70 H 1.912 5.139 4.532  O69 0.964
71 H 1.608 4.558 3.161  O69 0.962
72 O 0.561 4.798 -4.734  H73 0.964, H74 0.965
73 H -0.050 5.109 -5.412  O72 0.964
74 H 0.331 3.866 -4.636  O72 0.965
75 O 0.463 -8.927 -0.247  H76 0.965, H77 0.963
76 H -0.009 -8.260 -0.761  O75 0.965
77 H 1.328 -8.993 -0.666  O75 0.963
78 O -2.919 1.393 -7.958  H79 0.964, H80 0.965
79 H -2.848 1.991 -7.206  O78 0.964
80 H -2.255 0.714 -7.788  O78 0.965
81 O -3.020 -9.380 -1.108  H82 0.964, H83 0.964
82 H -3.684 -9.110 -1.752  O81 0.964
83 H -3.211 -10.312 -0.951  O81 0.964
84 O 0.679 4.825 -7.794  H85 0.963, H86 0.965
85 H 1.153 4.507 -8.570  O84 0.963
86 H 1.375 5.059 -7.168  O84 0.965
87 O -3.221 3.281 2.226  H88 0.965, H89 0.964
88 H -2.772 2.955 1.438  O87 0.965
89 H -2.503 3.519 2.824  O87 0.964
90 O -4.351 2.940 -4.795  H91 0.963, H92 0.967
91 H -4.443 2.343 -5.545  O90 0.963
92 H -3.400 3.109 -4.743  O90 0.967

Listed below, in e, are the Mulliken charges computed for each atom:
1 C -1.14
2 C -0.43
3 O 0.05
4 C -0.77
5 C -0.39
6 O -0.04
7 N 0.03
8 C 0.39
9 C -0.36
10 O -0.39
11 O -0.42
12 C 0.49
13 O -0.53
14 O -0.51
15 C -0.72
16 P 0.95
17 O -0.76
18 O -0.29
19 O -0.55
20 H 0.35
21 H 0.26
22 H 0.23
23 H 0.25
24 H 0.33
25 H 0.47
26 H 0.28
27 H 0.44
28 H 0.20
29 H 0.10
30 H 0.42
31 H 0.31
32 H 0.43
33 H 0.42
34 H 0.18
35 H 0.33
36 O -0.61
37 H 0.35
38 H 0.31
39 O -0.69
40 H 0.41
41 H 0.20
42 O -0.64
43 H 0.30
44 H 0.33
45 O -0.62
46 H 0.46
47 H 0.24
48 O -0.56
49 H 0.30
50 H 0.31
51 O -0.54
52 H 0.27
53 H 0.26
54 O -0.49
55 H 0.23
56 H 0.29
57 O -0.64
58 H 0.34
59 H 0.32
60 O -0.66
61 H 0.37
62 H 0.31
63 O -0.60
64 H 0.30
65 H 0.30
66 O -0.52
67 H 0.26
68 H 0.27
69 O -0.57
70 H 0.32
71 H 0.46
72 O -0.69
73 H 0.31
74 H 0.37
75 O -0.61
76 H 0.33
77 H 0.29
78 O -0.65
79 H 0.32
80 H 0.34
81 O -0.57
82 H 0.29
83 H 0.29
84 O -0.62
85 H 0.30
86 H 0.33
87 O -0.65
88 H 0.32
89 H 0.32
90 O -0.66
91 H 0.30
92 H 0.36

# 2
Computed, not measured: a 2-piece molecular cluster, C8H17N overall, with ωB97M-V/def2-TZVPD.

Properties
HOMO energy: -7.83 eV
SMILES: C/N=C/C(C)(C)C.C=C
Frontier orbital gap: 0.29653 Ha
Energy: -369.5719 hartree
LUMO energy: 0.241 eV

Bonds (Å) are listed after each position.
Positions of all 26 atoms, in Å:
1 C -1.158 0.154 -0.044  C2 1.522, C6 1.540, C7 1.536, C8 1.532
2 C 0.342 0.041 0.186  C1 1.522, N9 1.303, H10 1.097
3 C 2.602 -1.740 0.009  C4 1.350, H11 1.076, H12 1.080
4 C 1.350 -2.160 -0.276  C3 1.350, H13 1.082, H14 1.081
5 C 1.941 1.884 0.120  N9 1.449, H15 1.105, H16 1.118, H17 1.117
6 C -1.721 1.295 0.823  C1 1.540, H18 1.092, H21 1.089, H22 1.092
7 C -1.834 -1.152 0.399  C1 1.536, H19 1.088, H23 1.085, H24 1.088
8 C -1.460 0.415 -1.523  C1 1.532, H20 1.088, H25 1.086, H26 1.094
9 N 1.218 0.766 -0.450  C2 1.303, C5 1.449
10 H 0.556 -0.310 1.202  C2 1.097
11 H 3.246 -1.297 -0.731  C3 1.076
12 H 2.985 -1.797 1.017  C3 1.080
13 H 1.001 -2.186 -1.300  C4 1.082
14 H 0.792 -2.749 0.438  C4 1.081
15 H 2.857 2.260 0.611  C5 1.105
16 H 2.233 2.811 -0.434  C5 1.118
17 H 1.239 2.028 0.977  C5 1.117
18 H -2.802 1.368 0.692  C6 1.092
19 H -1.650 -1.348 1.454  C7 1.088
20 H -0.956 1.319 -1.858  C8 1.088
21 H -1.267 2.245 0.547  C6 1.089
22 H -1.485 1.135 1.878  C6 1.092
23 H -1.483 -2.001 -0.180  C7 1.085
24 H -2.910 -1.085 0.254  C7 1.088
25 H -1.097 -0.409 -2.131  C8 1.086
26 H -2.538 0.509 -1.680  C8 1.094

Listed below, in e, are the Mulliken charges computed for each atom:
1 C 2.56
2 C -0.96
3 C -0.43
4 C -0.62
5 C -0.87
6 C -1.82
7 C -1.85
8 C -1.74
9 N -0.38
10 H 0.50
11 H 0.27
12 H 0.27
13 H 0.24
14 H 0.30
15 H 0.35
16 H 0.27
17 H 0.30
18 H 0.43
19 H 0.40
20 H 0.34
21 H 0.42
22 H 0.41
23 H 0.36
24 H 0.45
25 H 0.36
26 H 0.45